[1]
Below is the ion C7H13N with charge -1, with properties calculated with ωB97M-V with the def2-TZVPD basis set.

Cartesian coordinates (Å):
C 2.286 1.676 -0.124
C 1.344 0.874 0.792
N 2.318 -1.543 -0.321
C 0.886 -1.208 -0.583
C 0.379 -0.021 0.084
C -1.008 0.120 0.262
C -2.084 -0.576 -0.238
C -3.492 -0.273 0.220
H 2.771 2.501 0.397
H 1.714 2.055 -0.975
H 3.021 0.987 -0.543
H 0.776 1.565 1.424
H 1.970 0.303 1.492
H 2.482 -2.490 -0.665
H 0.119 -1.986 -0.595
H 1.384 -0.976 -1.598
H -1.302 0.934 0.927
H -1.947 -1.323 -1.009
H -4.196 -0.986 -0.194
H -3.824 0.734 -0.062
H -3.597 -0.366 1.310

## Properties
**ΔE to the lowest compared entry with this formula, charge and spin**: 1.4878 eV
**2S+1**: 2
**HOMO level (alpha / beta)**: -0.04816 / -0.03941 Eh
**Net charge**: -1

***

[2]
Below is a structure of composition C30H23F3N4O2PdSTe, with properties calculated with ωB97M-V with the def2-TZVPD basis set.

Cartesian coordinates (Å):
Pd 2.377 -1.629 -0.978
F 1.596 -3.023 -5.832
C 0.330 -3.244 -5.450
F -0.184 -4.174 -6.258
F -0.353 -2.104 -5.657
C 0.252 -3.665 -4.006
C -0.612 -4.668 -3.616
C -0.699 -5.029 -2.273
C 0.104 -4.364 -1.372
N 0.931 -3.378 -1.736
C 0.998 -3.013 -3.017
S 2.045 -1.625 -3.225
H -1.226 -5.160 -4.358
H -1.372 -5.807 -1.945
H 0.095 -4.616 -0.318
C -7.647 4.039 1.701
O -6.658 3.861 0.659
C -5.401 4.138 0.869
C -4.538 3.872 -0.237
C -3.202 4.053 -0.104
C -2.674 4.507 1.147
C -3.554 4.867 2.204
C -4.897 4.668 2.083
N -1.378 4.689 1.375
N -0.397 4.346 0.740
C 0.380 3.419 0.324
C 1.418 3.811 -0.626
C 2.294 2.926 -1.110
C 2.229 1.502 -0.744
O 3.068 0.716 -1.148
C 1.104 1.070 0.176
N 0.962 -0.239 0.405
C 0.067 -0.638 1.298
C -0.681 0.253 2.063
C -0.571 1.602 1.800
C 0.289 2.024 0.787
H -8.540 3.553 1.325
H -7.826 5.102 1.851
H -7.313 3.559 2.619
H -4.988 3.541 -1.162
H -2.531 3.871 -0.933
H -3.126 5.283 3.106
H -5.563 4.936 2.888
H 1.445 4.853 -0.916
H 3.094 3.221 -1.775
H -0.048 -1.708 1.415
H -1.338 -0.115 2.837
H -1.135 2.316 2.384
C 5.251 -1.516 0.167
Te 4.824 -2.708 -1.550
C 4.071 -4.057 -0.096
C 3.514 -3.132 0.957
C 2.561 -3.555 1.890
C 2.233 -2.747 2.963
C 2.839 -1.500 3.114
C 3.773 -1.066 2.191
C 4.124 -1.878 1.110
H 5.249 -0.467 -0.120
H 6.227 -1.775 0.578
H 4.886 -4.662 0.303
H 3.329 -4.718 -0.538
H 2.116 -4.537 1.788
H 1.519 -3.094 3.699
H 2.597 -0.882 3.968
H 4.259 -0.107 2.317

## Properties
**ΔE to the lowest compared entry with this formula, charge and spin**: 1.2110 eV
**HOMO level (alpha / beta)**: -0.45169 / -0.45165 Eh
**Net charge**: +2

***

[3]
Below is a cluster of 2 separate species, C3H8O3S in total, with properties calculated with ωB97M-V with the def2-TZVPD basis set.

Cartesian coordinates (Å):
O -0.667 -0.038 1.504
C 0.493 -0.136 1.797
O 0.933 -0.050 3.066
C 1.637 -0.240 0.810
C 1.256 -1.061 -0.424
S 0.439 0.001 -1.718
H 0.234 0.166 3.702
H 1.860 0.791 0.547
H 2.447 -0.751 1.332
H 0.665 -1.943 -0.193
H 2.167 -1.467 -0.864
H -0.343 0.509 -0.744
O -3.935 1.725 -3.078
H -3.680 1.489 -2.170
H -3.507 1.007 -3.567

## Properties
**ΔE to the lowest compared entry with this formula, charge and spin**: 0.2722 eV
**Structure (SMILES)**: O=C(O)CCS.O
**HOMO level**: -0.34099 Eh

***

[4]
Below is a structure of composition C27H33HoO2, with properties calculated with ωB97M-V with the def2-TZVPD basis set.

Cartesian coordinates (Å):
O 0.412 0.326 -0.799
C -0.596 1.450 -0.746
C -0.057 2.112 -2.006
H -0.421 2.019 0.176
H -1.610 1.035 -0.818
C 1.044 1.029 -1.968
H 0.272 3.146 -1.852
H -0.735 2.011 -2.863
C 2.399 1.571 -1.563
H 2.339 2.054 -0.581
H 2.746 2.309 -2.301
H 3.140 0.764 -1.517
C 1.107 0.117 -3.175
H 0.104 -0.171 -3.505
H 1.679 -0.794 -2.952
H 1.613 0.631 -4.005
Ho 0.123 -1.592 0.320
C -0.724 -3.802 -0.784
C -1.757 -3.326 0.073
C -2.269 -2.114 -0.465
H -2.086 -3.793 1.000
C -1.567 -1.845 -1.691
C -0.607 -2.890 -1.883
H 0.021 -3.018 -2.763
H -0.189 -4.745 -0.680
H -3.062 -1.498 -0.041
H -1.823 -1.075 -2.409
C 1.827 -3.267 1.253
C 2.226 -3.133 -0.111
C 2.708 -1.807 -0.308
H 2.251 -3.925 -0.860
C 2.618 -1.115 0.950
C 2.086 -2.027 1.907
H 1.867 -1.798 2.952
H 1.472 -4.182 1.734
H 3.167 -1.419 -1.215
H 2.994 -0.113 1.146
O -0.302 5.629 -1.380
C 0.207 5.998 -2.688
C 0.039 7.509 -2.900
H -0.375 5.457 -3.456
H 1.251 5.660 -2.765
C -1.140 7.845 -1.956
H -0.145 7.770 -3.943
H 0.936 8.033 -2.544
C -0.951 6.816 -0.832
H -2.080 7.647 -2.490
H -1.135 8.879 -1.607
H -1.895 6.520 -0.355
H -0.306 7.263 -0.053
C -0.900 -1.500 2.362
C -1.053 -2.458 3.139
C -1.204 -3.553 4.029
C -0.080 -4.104 4.682
C -0.204 -5.306 5.380
C -1.447 -5.946 5.468
C -2.577 -5.369 4.869
C -2.462 -4.169 4.164
H 0.874 -3.577 4.646
H 0.666 -5.741 5.874
H -1.540 -6.887 6.013
H -3.549 -5.849 4.966
H -3.338 -3.694 3.726

## Properties
**ΔE to the lowest compared entry with this formula, charge and spin**: 0.0000 eV
**2S+1**: 5
**HOMO level (alpha / beta)**: -0.27755 / -0.27932 Eh

***

[5]
Below is a cluster of 2 separate species, C9H14O2 in total, with properties calculated with ωB97M-V with the def2-TZVPD basis set.

Cartesian coordinates (Å):
C 4.146 1.570 0.158
C -0.025 0.785 -0.623
C 0.481 0.640 0.711
C 0.915 0.905 -1.674
C 1.782 0.876 0.960
C 2.231 1.197 -1.415
C 2.727 1.146 -0.066
O -1.283 0.750 -0.963
H -1.835 0.790 -0.183
H -0.192 0.739 1.561
H 0.599 0.870 -2.709
H 2.254 0.699 1.925
H 2.981 1.103 -2.187
H 4.149 2.510 0.717
H 4.674 1.734 -0.773
H 4.624 0.815 0.789
C -2.864 -1.725 0.810
C -2.234 -3.037 0.436
O -4.236 -1.758 1.060
H -2.294 -1.253 1.643
H -2.719 -0.964 0.034
H -1.192 -2.884 0.136
H -4.412 -2.140 1.921
H -2.692 -3.526 -0.432
H -2.344 -3.834 1.170

## Properties
**ΔE to the lowest compared entry with this formula, charge and spin**: 0.6812 eV
**2S+1**: 2
**HOMO level (alpha / beta)**: -0.48656 / -0.48654 Eh
**Net charge**: +1

***

[6]
Below is an isolated molecule of C5H8O2, with properties calculated with ωB97M-V with the def2-TZVPD basis set.

Cartesian coordinates (Å):
C -0.481 -1.581 0.688
C -0.465 -0.421 -0.308
O -1.357 -0.674 -1.381
C -0.778 0.873 0.280
O 0.861 1.928 0.212
C 0.970 -0.206 -0.885
C 1.588 0.915 -0.592
H -1.504 -1.820 1.007
H 0.120 -1.347 1.573
H -0.046 -2.460 0.206
H -0.782 -1.021 -2.082
H -0.827 0.989 1.360
H -1.281 1.603 -0.349
H 1.305 1.983 1.078
H 2.581 1.256 -0.893

## Properties
**ΔE to the lowest compared entry with this formula, charge and spin**: 5.3777 eV
**HOMO level (alpha / beta)**: -0.28919 / -0.28916 Eh

***

[7]
Below is a structure of composition C28H28F10N10STi, with properties calculated with ωB97M-V with the def2-TZVPD basis set.

Cartesian coordinates (Å):
Ti -1.335 1.101 0.220
C -3.734 2.452 -1.600
N -3.202 2.487 -0.225
C -2.770 3.865 0.107
C -1.616 3.817 1.099
N -0.630 2.933 0.486
C 0.683 3.264 0.331
C 1.455 4.181 1.046
F 0.922 4.867 2.073
C 2.798 4.386 0.771
F 3.490 5.266 1.498
C 3.434 3.688 -0.233
F 4.729 3.891 -0.491
C 2.704 2.776 -0.981
F 3.295 2.119 -1.977
C 1.374 2.592 -0.698
F 0.635 1.744 -1.440
C -4.256 2.007 0.701
C -4.044 0.527 0.965
N -2.687 0.454 1.501
C -2.426 -0.284 2.633
C -1.392 0.130 3.494
F -0.774 1.291 3.223
C -0.996 -0.565 4.612
F 0.000 -0.108 5.372
C -1.654 -1.728 4.962
F -1.294 -2.411 6.048
C -2.696 -2.160 4.171
F -3.340 -3.285 4.484
C -3.072 -1.452 3.043
F -4.062 -1.968 2.297
H -4.541 3.185 -1.710
H -4.126 1.461 -1.818
H -2.942 2.662 -2.310
H -3.611 4.460 0.477
H -2.397 4.326 -0.806
H -1.952 3.427 2.064
H -1.244 4.826 1.258
H -5.251 2.221 0.297
H -4.157 2.527 1.653
H -4.146 -0.057 0.048
H -4.791 0.176 1.674
N -2.180 -1.449 -2.958
C -1.861 -0.311 -3.591
N -1.618 0.627 -2.711
C -1.780 0.001 -1.479
N -2.119 -1.276 -1.621
C -0.379 -0.747 0.671
C 0.007 -1.970 1.233
N 1.104 -2.062 1.955
C 1.859 -0.956 2.097
C 1.524 0.251 1.534
N 0.371 0.313 0.843
H -2.394 -2.352 -3.338
H -1.827 -0.216 -4.666
H -0.576 -2.875 1.118
H 2.752 -1.050 2.705
H 2.133 1.140 1.633
C 0.893 -4.108 -1.784
N 2.309 -3.794 -1.892
C 3.167 -4.755 -1.198
C 2.692 -2.486 -2.024
S 1.607 -1.220 -1.893
N 4.031 -2.293 -2.254
C 4.558 -0.937 -2.208
C 4.739 -3.140 -3.212
H 0.777 -5.188 -1.891
H 0.335 -3.602 -2.566
H 0.483 -3.790 -0.822
H 2.677 -5.071 -0.273
H 4.117 -4.300 -0.937
H 3.347 -5.643 -1.809
H 4.273 -0.455 -1.277
H 4.178 -0.326 -3.032
H 5.646 -0.994 -2.266
H 4.194 -4.057 -3.401
H 5.735 -3.389 -2.842
H 4.848 -2.609 -4.163

## Properties
**ΔE to the lowest compared entry with this formula, charge and spin**: 0.5526 eV
**HOMO level**: -0.28252 Eh

***

[8]
Below is a structure of composition C12H10N2O4SZn, with properties calculated with ωB97M-V with the def2-TZVPD basis set.

Cartesian coordinates (Å):
Zn 0.404 0.408 -0.092
O -0.680 3.654 2.320
C -0.222 2.611 1.688
O -0.373 2.376 0.497
C 0.552 1.662 2.556
C 0.750 1.749 3.921
C 1.498 0.743 4.523
C 2.045 -0.279 3.753
C 1.809 -0.268 2.393
N 1.056 0.671 1.839
C 2.314 -1.232 1.342
O 3.212 -2.134 1.629
O 1.880 -1.142 0.207
H -1.174 4.243 1.719
H 0.336 2.569 4.491
H 1.664 0.760 5.593
H 2.625 -1.060 4.228
H 3.534 -2.105 2.542
S -1.422 -0.764 -0.718
C -1.549 -0.969 -2.451
N -1.711 0.094 -3.270
C -1.912 0.004 -4.605
C -1.970 -1.224 -5.198
C -1.819 -2.353 -4.393
C -1.608 -2.227 -3.031
H -1.728 1.011 -2.843
H -2.025 0.935 -5.141
H -2.139 -1.301 -6.262
H -1.863 -3.339 -4.838
H -1.484 -3.093 -2.398

## Properties
**ΔE to the lowest compared entry with this formula, charge and spin**: 0.1042 eV
**HOMO level**: -0.56134 Eh
**Net charge**: +2

***

[9]
Below is a cluster of 2 separate species, C22H27BNO in total, with properties calculated with ωB97M-V with the def2-TZVPD basis set.

Cartesian coordinates (Å):
C 6.442 -3.394 -0.623
C 5.117 -3.713 -0.951
C 4.146 -2.713 -1.043
C 4.542 -1.384 -0.847
O 3.664 -0.323 -1.046
C 2.336 -0.478 -0.649
C 2.011 -0.665 0.705
C 0.682 -0.628 1.086
C -0.361 -0.542 0.126
C -1.735 -0.666 0.511
C -2.647 -1.519 -0.170
C -4.045 -1.405 0.084
C -4.945 -2.316 -0.455
C -4.498 -3.390 -1.243
C -3.129 -3.518 -1.514
C -2.211 -2.597 -1.012
C 0.012 -0.446 -1.249
C 1.341 -0.324 -1.617
C 5.862 -1.038 -0.542
C 6.807 -2.054 -0.403
H 7.185 -4.182 -0.519
H 4.813 -4.747 -1.125
H 3.103 -2.932 -1.282
H 2.815 -0.788 1.430
H 0.418 -0.763 2.141
H -2.037 -0.292 1.486
H -4.379 -0.571 0.709
H -6.010 -2.200 -0.257
H -5.207 -4.122 -1.633
H -2.771 -4.346 -2.125
H -1.152 -2.716 -1.237
H -0.759 -0.488 -2.015
H 1.633 -0.157 -2.652
H 6.094 0.018 -0.418
H 7.826 -1.790 -0.120
C -2.278 5.135 1.306
N -1.825 3.733 1.105
C -1.783 3.478 -0.357
C -0.450 3.636 1.661
B -2.770 2.625 1.758
H -2.391 1.487 1.353
H -1.569 5.783 0.781
H -3.276 5.265 0.884
H -2.272 5.377 2.371
H -1.073 4.180 -0.802
H -1.471 2.443 -0.530
H -2.789 3.640 -0.756
H 0.178 4.344 1.111
H -0.485 3.912 2.720
H -0.078 2.613 1.543
H -2.731 2.740 2.969
H -3.904 2.798 1.351

## Properties
**ΔE to the lowest compared entry with this formula, charge and spin**: 0.6264 eV
**HOMO level**: -0.41442 Eh
**Net charge**: +1

***

[10]
Below is a cluster of 3 separate species, C12H37N6O3P2 in total, with properties calculated with ωB97M-V with the def2-TZVPD basis set.

Cartesian coordinates (Å):
O 25.945 -6.260 11.169
H 25.922 -5.726 10.388
O 26.527 -1.090 8.808
P 25.407 -1.907 8.306
N 25.694 -2.404 6.726
C 26.968 -2.981 6.379
C 24.664 -2.499 5.716
N 23.938 -1.105 8.261
C 23.877 0.265 7.841
C 22.660 -1.804 8.403
N 25.165 -3.315 9.123
C 24.997 -3.250 10.551
C 24.571 -4.475 8.445
H 27.357 -2.518 5.460
H 26.877 -4.047 6.110
H 27.663 -2.866 7.205
H 24.188 -3.492 5.691
H 25.069 -2.280 4.723
H 23.892 -1.753 5.907
H 23.636 0.341 6.760
H 23.062 0.816 8.314
H 24.848 0.740 7.947
H 22.469 -2.460 7.540
H 22.656 -2.447 9.283
H 21.863 -1.065 8.447
H 25.432 -2.332 10.936
H 23.945 -3.333 10.886
H 25.424 -4.126 11.057
H 25.329 -4.977 7.843
H 23.733 -4.195 7.802
H 24.248 -5.171 9.216
O 28.730 -1.921 10.414
P 29.840 -2.699 9.861
N 30.816 -1.931 8.748
C 32.022 -1.195 9.139
C 30.208 -1.532 7.468
N 29.341 -4.054 9.025
C 30.173 -4.822 8.106
C 28.233 -4.816 9.619
N 30.966 -3.231 11.008
C 32.044 -4.157 10.675
C 30.454 -3.417 12.368
H 32.639 -1.843 9.762
H 31.755 -0.338 9.775
H 32.558 -0.804 8.282
H 29.180 -1.179 7.603
H 30.251 -2.368 6.761
H 30.750 -0.695 7.032
H 29.523 -5.118 7.276
H 30.975 -4.179 7.751
H 30.584 -5.715 8.585
H 27.822 -5.453 8.838
H 28.523 -5.378 10.510
H 27.447 -4.156 9.983
H 32.878 -4.007 11.370
H 31.685 -5.185 10.823
H 32.387 -3.956 9.663
H 29.727 -4.238 12.434
H 29.842 -2.551 12.636
H 31.307 -3.525 13.034

## Properties
**HOMO level**: -0.10142 Eh
**Net charge**: -1

***

[11]
Below is an isolated molecule of C14H24N2, with properties calculated with ωB97M-V with the def2-TZVPD basis set.

Cartesian coordinates (Å):
C -2.585 0.318 -0.849
C -1.736 1.266 -0.010
C -1.344 0.604 1.236
C -0.754 1.642 2.246
N 0.385 2.335 1.716
C 1.671 1.734 2.012
C 1.798 0.168 1.781
N 1.033 -0.229 0.570
C -0.345 -0.528 1.035
C -0.885 -1.492 -0.060
C -2.327 -1.212 -0.512
C 0.203 -1.754 -1.094
C 0.233 -1.111 -2.498
C 1.422 -0.089 -2.558
C 2.327 -0.716 -1.521
C 1.488 -1.287 -0.395
H -3.669 0.558 -0.631
H -2.457 0.463 -1.883
H -0.910 1.681 -0.555
H -2.319 2.095 0.309
H -2.332 0.315 1.604
H -0.427 1.182 3.145
H -1.505 2.371 2.390
H 0.227 2.430 0.684
H 2.102 2.117 2.980
H 2.247 2.111 1.132
H 1.476 -0.267 2.685
H 2.806 -0.149 1.456
H -0.318 -1.013 2.031
H -1.004 -2.397 0.511
H -2.943 -1.602 0.379
H -2.506 -1.722 -1.424
H 0.308 -2.865 -1.174
H -0.605 -0.489 -2.864
H 0.348 -1.923 -3.204
H 1.053 0.934 -2.164
H 1.922 0.102 -3.586
H 2.763 -1.554 -1.991
H 3.052 0.011 -1.089
H 2.109 -2.038 0.160

## Properties
**ΔE to the lowest compared entry with this formula, charge and spin**: 1.6760 eV
**Structure (SMILES)**: C1C[C@@H]2CNCCN3[C@@H]2[C@@H](C1)[C@H]1CCC[C@H]13
**HOMO level**: -0.30557 Eh

***

[12]
Below is a structure of composition C4H7FO3Rh, with properties calculated with ωB97M-V with the def2-TZVPD basis set.

Cartesian coordinates (Å):
F 1.153 0.578 -2.811
O -1.027 -0.964 1.079
C -2.149 -0.514 1.488
O -2.236 0.831 1.543
C -1.069 1.742 1.624
C 1.954 0.720 -1.706
O 1.474 -0.096 -0.684
C 1.706 -1.509 -0.861
Rh 0.314 0.413 0.801
H -0.985 2.039 2.681
H -1.369 2.627 1.040
H 1.894 1.762 -1.370
H 2.971 0.415 -1.985
H 1.165 -2.023 -0.060
H 1.309 -1.829 -1.831
H 2.783 -1.704 -0.792

## Properties
**2S+1**: 5
**HOMO level (alpha / beta)**: -0.47496 / -0.53751 Eh
**Net charge**: +1

***

[13]
Below is a cluster of 2 separate species, C3H6N2O in total, with properties calculated with ωB97M-V with the def2-TZVPD basis set.

Cartesian coordinates (Å):
C 1.641 0.561 0.242
C 0.859 0.439 1.363
N -0.441 0.680 1.027
C -0.427 0.885 -0.377
N 0.792 0.833 -0.889
H 2.650 0.352 0.223
H 1.058 0.166 2.403
H -1.078 0.867 1.762
H -1.403 1.125 -0.849
H -1.185 -1.644 -0.926
H -0.884 -2.192 -2.349
O -1.584 -2.072 -1.629

## Properties
**ΔE to the lowest compared entry with this formula, charge and spin**: 1.2449 eV
**2S+1**: 2
**HOMO level (alpha / beta)**: -0.55022 / -0.54950 Eh
**Net charge**: +1

***

no.,electronic energy (hartree)
1,-329.14274
2,-2619.58882
3,-743.02275
4,-2147.08010
5,-501.48670
6,-345.60733
7,-3877.56924
8,-3050.82143
9,-1009.06234
10,-1716.45733
11,-657.29020
12,-592.22384
13,-302.30610